Entry 1:
Formula: C4H7NO2
Source: OMol25
Level of theory: wB97M-V/def2-TZVPD

XYZ file:
```
14
Properties=species:S:1:pos:R:3:forces:R:3
O 1.885 -0.043 -0.640 0.2 -0.2 0.0
C 0.976 0.079 0.474 -0.1 0.0 0.3
C 0.194 1.339 0.306 -0.1 -0.2 0.1
N -0.695 0.901 -0.888 -0.1 0.1 -0.3
C -1.026 -0.557 -0.784 0.0 0.0 0.1
C -0.036 -1.042 0.289 -0.1 -0.3 0.1
O -0.144 -2.099 0.868 0.1 0.5 -0.2
H 2.336 -0.895 -0.553 0.0 0.2 -0.1
H 1.486 0.016 1.441 -0.1 0.0 -0.2
H -0.500 1.466 1.148 0.1 0.0 -0.1
H -0.133 1.078 -1.720 -0.1 -0.1 0.1
H -1.522 1.491 -0.951 0.2 -0.1 0.0
H -0.891 -1.089 -1.730 0.0 0.1 0.2
H -2.057 -0.678 -0.446 0.1 0.0 0.0
```
Forces are in eV/Å.

## Properties
HOMO energy = -7.2 eV
Energy = -361.74440 Eh
LUMO = 0.44 eV
Relative energy (zero: lowest compared OMol25 entry of this formula, charge and spin) = 358.27 kJ/mol


Entry 2:
Formula: C4H9NO
Source: OMol25
Level of theory: wB97M-V/def2-TZVPD

XYZ file:
```
15
Properties=species:S:1:pos:R:3:forces:R:3
C 0.523 -0.023 2.126 0.0 0.0 -0.1
C -0.272 0.819 1.123 0.0 0.4 0.1
N 0.036 0.601 -0.290 0.1 -0.4 0.6
C -0.558 -0.440 -0.935 0.0 0.4 -0.6
O -1.430 -1.139 -0.429 0.7 0.5 -0.5
C -0.057 -0.609 -2.371 -0.1 -0.3 -0.1
H 0.280 0.262 3.160 0.0 0.0 -0.3
H 1.600 0.118 1.993 -0.1 0.0 0.0
H 0.291 -1.083 2.003 0.0 0.1 0.0
H -1.347 0.647 1.281 0.4 0.0 -0.3
H -0.082 1.875 1.284 0.0 0.2 0.3
H 0.841 1.057 -0.726 -0.7 -0.3 0.4
H 0.817 -0.010 -2.684 -0.4 -0.1 0.5
H -0.856 -0.419 -3.096 0.0 -0.1 0.3
H 0.213 -1.659 -2.439 0.0 -0.2 -0.3
```
Forces are in eV/Å.

## Properties
Structure (SMILES) = CCNC(C)=O
HOMO energy = -9.6 eV
Energy = -287.82179 Eh
LUMO = 0.90 eV
Relative energy (zero: lowest compared OMol25 entry of this formula, charge and spin) = 28.00 kJ/mol


Entry 3:
Formula: C2H3F2N
Source: OMol25
Level of theory: wB97M-V/def2-TZVPD

XYZ file:
```
8
Properties=species:S:1:pos:R:3:forces:R:3
C 0.658 -0.367 -0.552 1.7 1.8 0.8
C -0.416 0.528 -0.225 -2.8 0.7 2.3
N -0.750 -0.751 -0.099 1.3 1.6 -0.9
F -1.170 1.603 -0.482 2.0 -2.2 0.6
F 0.210 0.981 2.081 -0.5 -0.6 -2.4
H 0.865 -0.447 -1.614 0.1 -0.7 0.1
H 1.536 -0.220 0.187 -1.6 -0.8 -1.1
H -0.933 -1.325 0.704 -0.2 0.2 0.6
```
Forces are in eV/Å.

## Properties
HOMO energy (spin up / spin down) = -9.9 / -9.9 eV
Energy = -332.31172 Eh
LUMO (spin up / spin down) = -1.07 / -1.07 eV
Relative energy (zero: lowest compared OMol25 entry of this formula, charge and spin) = 383.61 kJ/mol


Entry 4:
Formula: C17H40NP3SSn
Source: OMol25
Level of theory: wB97M-V/def2-TZVPD

XYZ file:
```
63
Properties=species:S:1:pos:R:3:forces:R:3
Sn -0.421 0.860 0.320 0.1 -0.4 0.5
P -0.240 -0.911 2.844 0.3 -1.1 1.1
P 2.259 1.329 0.932 1.4 0.5 0.8
P -2.800 -0.681 0.264 -1.7 -0.5 0.3
H 0.123 1.571 -4.873 -0.7 -0.5 0.2
C -0.892 1.283 -4.543 0.0 0.9 -0.8
C -1.496 2.151 -3.523 1.4 0.2 -0.6
H -0.929 2.982 -3.090 0.0 -0.4 -0.2
C 0.345 -2.632 2.536 0.0 0.2 -0.8
C 0.920 -0.501 4.206 0.2 0.7 -0.1
C -1.684 -1.297 3.919 -0.6 0.5 -0.3
C 3.215 2.412 -0.205 -0.4 0.1 -0.2
C 2.652 2.124 2.529 -0.2 0.0 0.1
C 3.297 -0.178 0.915 -0.3 -0.3 0.0
C -3.868 -0.663 -1.239 0.3 0.3 -0.2
C -4.017 -0.112 1.508 0.1 0.1 0.0
C -2.759 -2.492 0.503 0.4 -0.2 0.0
H -1.477 0.711 -5.243 -0.4 0.4 -0.4
H -2.546 2.377 -3.665 -0.5 -0.7 0.8
H 0.371 -3.189 3.485 -0.1 0.3 -0.2
H 1.355 -2.609 2.107 -0.2 -0.1 0.1
H -0.323 -3.145 1.833 0.2 0.0 0.2
H 0.786 -1.222 5.026 0.0 0.2 -0.4
H 0.694 0.501 4.589 0.1 -0.2 0.1
H 1.964 -0.535 3.875 -0.2 0.0 0.1
H -1.334 -1.834 4.813 0.0 0.1 -0.4
H -2.437 -1.912 3.416 0.2 0.2 0.1
H -2.152 -0.359 4.243 0.0 -0.2 0.1
H 4.144 2.730 0.298 -0.3 -0.1 -0.3
H 2.612 3.300 -0.446 0.3 -0.1 0.0
H 3.459 1.878 -1.136 0.0 0.3 0.4
H 3.736 2.098 2.691 -0.2 0.0 0.0
H 2.154 1.615 3.360 0.2 0.2 -0.2
H 2.326 3.172 2.508 0.1 -0.2 0.0
H 4.324 0.070 1.221 -0.3 0.0 -0.1
H 3.322 -0.592 -0.103 0.0 0.0 0.3
H 2.893 -0.944 1.591 0.2 0.2 -0.2
H -4.756 -1.282 -1.028 0.3 0.3 -0.1
H -3.331 -1.086 -2.105 -0.3 0.1 0.3
H -4.188 0.364 -1.470 0.0 -0.3 0.0
H -4.911 -0.746 1.450 0.1 0.1 0.1
H -4.309 0.922 1.286 0.0 -0.2 0.1
H -3.609 -0.160 2.522 -0.1 0.0 -0.2
H -3.731 -2.913 0.218 0.2 0.1 0.1
H -2.534 -2.784 1.532 0.0 0.0 -0.2
H -1.994 -2.915 -0.159 -0.1 -0.1 0.1
C 0.618 -0.094 -3.215 0.9 2.8 -2.3
C 0.639 -1.274 -4.164 0.0 -0.9 3.2
C 1.867 -2.001 -3.735 0.9 -0.4 -1.5
C 2.987 -1.304 -3.347 0.6 -0.7 0.0
C 2.941 0.076 -3.112 0.0 -0.3 -0.5
C 1.698 0.729 -3.076 -0.6 0.4 0.8
S -1.008 0.387 -2.889 -2.1 0.7 -0.3
H -0.304 -1.788 -3.921 0.4 -0.7 -0.7
H 0.655 -1.061 -5.274 0.2 0.2 0.9
H 1.919 -3.076 -3.873 0.1 0.0 -0.2
H 3.955 -1.804 -3.267 -0.4 -0.1 0.2
H 3.839 0.635 -2.880 0.2 -0.1 -0.2
H 1.595 1.827 -2.915 0.2 -1.0 0.5
N -1.315 2.811 1.386 0.5 -1.3 -0.2
H -0.587 3.202 1.991 -0.5 0.2 -0.1
H -2.131 2.513 1.929 0.2 0.5 0.0
H -1.581 3.467 0.652 -0.1 0.1 0.4
```
Forces are in eV/Å.

## Properties
HOMO energy (spin up / spin down) = -18.9 / -18.9 eV
Energy = -2361.37837 Eh
Total charge = +4
LUMO (spin up / spin down) = -14.98 / -14.98 eV
Relative energy (zero: lowest compared OMol25 entry of this formula, charge and spin) = 277.19 kJ/mol


Entry 5:
Formula: C22H28N2O4
Source: OMol25
Level of theory: wB97M-V/def2-TZVPD

XYZ file:
```
56
Properties=species:S:1:pos:R:3:forces:R:3
C 6.771 0.557 1.182 0.0 0.0 0.0
C 5.579 0.127 0.384 -0.1 0.0 0.1
C 4.315 0.096 0.930 0.1 -0.1 -0.3
C 3.214 -0.311 0.167 0.3 -0.1 -0.4
C 3.404 -0.692 -1.173 0.3 0.3 0.7
C 4.689 -0.664 -1.742 0.0 0.0 0.0
C 5.743 -0.256 -0.953 -0.3 0.0 0.1
H 6.737 -0.231 -1.378 0.1 0.0 -0.1
C 4.899 -1.068 -3.171 0.0 0.0 0.1
H 4.322 -0.433 -3.843 0.0 0.0 -0.1
H 5.949 -0.978 -3.438 0.0 0.0 -0.1
H 4.596 -2.103 -3.330 0.0 -0.1 -0.1
N 2.310 -1.091 -1.893 0.1 -0.1 -0.5
C 1.013 -1.160 -1.438 0.3 0.0 -0.1
O 0.136 -1.564 -2.184 -0.2 0.0 0.0
C 0.825 -0.740 -0.053 0.0 0.1 0.5
C 1.886 -0.350 0.689 -0.4 -0.2 -0.3
H 1.741 -0.056 1.721 -0.1 0.0 0.1
C -0.577 -0.732 0.497 0.1 -0.4 -0.1
N -1.318 0.420 0.008 0.2 0.3 0.4
C -2.294 0.390 -0.924 -0.2 -0.3 -0.2
O -2.765 1.416 -1.391 -0.1 0.1 -0.1
C -2.824 -0.994 -1.331 0.1 0.0 -0.5
C -4.061 -0.857 -2.215 0.1 0.1 0.2
H -4.001 0.035 -2.833 0.0 -0.1 0.0
C -5.175 -0.781 -1.175 0.1 -0.1 0.1
H -6.147 -1.078 -1.560 -0.1 0.0 0.0
H -5.239 0.234 -0.782 0.0 0.0 0.0
C -4.661 -1.739 -0.102 -0.5 -0.1 0.0
H -4.971 -1.458 0.910 0.0 0.0 -0.1
H -4.998 -2.766 -0.298 0.0 0.1 0.1
O -3.243 -1.711 -0.165 0.2 0.1 0.0
H -4.174 -1.739 -2.846 0.0 0.0 0.0
H -2.016 -1.549 -1.821 -0.2 0.1 0.1
C -0.876 1.706 0.511 -0.1 0.3 0.4
H 0.208 1.677 0.641 -0.1 0.0 -0.1
H -1.130 2.468 -0.231 0.1 0.0 0.1
C -1.542 2.089 1.850 0.2 0.4 -0.5
H -0.991 2.951 2.253 -0.1 -0.1 -0.1
C -3.044 2.407 1.705 0.1 -0.1 0.1
H -3.234 3.475 1.783 0.0 0.0 -0.1
C -3.695 1.612 2.837 0.2 -0.1 0.1
H -4.696 1.265 2.592 -0.1 0.0 0.0
C -2.704 0.465 3.008 -0.4 -0.1 0.1
H -2.711 0.017 4.003 0.0 0.0 -0.1
O -1.429 1.050 2.816 0.2 0.0 0.0
H -2.885 -0.318 2.257 0.0 0.0 0.0
H -3.737 2.207 3.750 0.0 0.0 0.0
H -3.402 2.065 0.737 0.0 0.1 0.0
H -0.533 -0.671 1.588 0.0 -0.1 -0.1
H -1.098 -1.643 0.208 0.1 0.1 0.1
H 2.442 -1.380 -2.854 -0.1 0.0 0.1
H 4.155 0.387 1.958 0.0 0.0 0.1
H 7.251 1.415 0.713 0.1 0.1 0.0
H 6.483 0.830 2.194 0.0 0.0 0.1
H 7.503 -0.247 1.233 0.1 0.0 0.1
```
Forces are in eV/Å.

## Properties
Structure (SMILES) = Cc1cc(C)c2[nH]c(=O)c(CN(C[C@H]3CCCO3)C(=O)[C@@H]3CCCO3)cc2c1
HOMO energy = -8.3 eV
Energy = -1265.64608 Eh
LUMO = 0.21 eV
Relative energy (zero: lowest compared OMol25 entry of this formula, charge and spin) = 85.18 kJ/mol


Q: Number 3 is which compound?
A: C2H3F2N